{"formula": "C3H14N4O", "method": "the ωB97M-V functional and the def2-TZVPD basis", "relative_energy_kcal_mol": 0.00, "total_charge": 2, "homo_energy_ev": [-11.7, -17.6], "multiplicity": 3, "e_tot_ev": -11325.596, "symbols": ["C", "C", "C", "N", "N", "N", "N", "O", "H", "H", "H", "H", "H", "H", "H", "H", "H", "H", "H", "H", "H", "H"], "positions_angstrom": [[0.01100, 0.43419, 0.83993], [0.22491, 1.39493, -0.08647], [-1.98228, -0.82889, -0.46253], [-0.75319, 2.31598, -0.56250], [-2.91587, 0.09167, -0.17223], [3.55698, -0.58815, -0.41192], [-1.87374, -1.93501, 0.25486], [1.05966, -0.52339, 0.93003], [-0.70841, 0.46650, 1.56152], [1.16127, 1.27493, -0.59106], [-1.55719, -0.88534, -1.43268], [-1.47901, 2.53095, 0.14272], [-0.57545, 3.02570, -1.29344], [-3.06213, 0.98355, -0.65614], [-3.50664, -0.04150, 0.65519], [3.93633, 0.37153, -0.03799], [3.46170, -0.47560, -1.35482], [4.37881, -1.29722, -0.31029], [1.29405, -0.74557, 1.83884], [-2.26793, -2.19617, 1.13504], [-1.05670, -2.49287, 0.01483], [2.65382, -0.88022, -0.00087]]}

=====

{"formula": "C3H14NO2", "method": "the ωB97M-V functional and the def2-TZVPD basis", "relative_energy_kcal_mol": 64.77, "total_charge": 1, "homo_energy_ev": -15.7, "e_tot_ev": -8914.977, "symbols": ["C", "C", "N", "C", "H", "H", "H", "H", "H", "H", "H", "H", "H", "H", "H", "H", "O", "H", "H", "O"], "positions_angstrom": [[0.65211, -1.44208, 1.98737], [-0.00816, -1.15633, 0.62817], [0.42281, 0.30110, 0.24856], [-0.38376, 1.38258, 0.79878], [0.53354, -2.56454, 2.14743], [1.62811, -1.17053, 2.16194], [0.13266, -1.20245, 2.91314], [0.37989, -1.98964, 0.07975], [-1.07845, -1.25315, 0.42314], [0.50809, 0.32852, -0.91331], [1.37967, 0.51725, 0.53957], [-1.46910, 0.90555, 1.09538], [-0.44894, 2.10994, -0.17182], [0.00179, 1.68207, 1.78654], [0.32048, 1.61710, -2.85234], [1.93695, 1.60922, -2.27009], [0.95816, 1.22057, -2.23137], [-1.54884, -1.00311, -2.05136], [-1.95645, 0.28976, -2.60599], [-1.96057, -0.18184, -1.71350]]}

=====

{"formula": "C3H14NO2", "method": "the ωB97M-V functional and the def2-TZVPD basis", "relative_energy_kcal_mol": 37.62, "total_charge": 1, "homo_energy_ev": -15.1, "e_tot_ev": -8916.154, "symbols": ["C", "C", "C", "N", "H", "H", "H", "H", "H", "H", "H", "H", "H", "H", "H", "H", "O", "H", "H", "O"], "positions_angstrom": [[2.39734, -1.10782, 0.91185], [1.41054, -0.58112, -0.18301], [1.05303, -1.87179, -0.85750], [0.27603, -0.04918, 0.69062], [2.66907, -0.33946, 1.85042], [2.17851, -2.09494, 1.42939], [3.49740, -1.36638, 0.63231], [1.75651, 0.34009, -0.74107], [0.74718, -2.59184, -0.06904], [1.91955, -2.22100, -1.31036], [0.15956, -1.75690, -1.50802], [-0.04156, -0.82799, 1.24706], [0.68714, 0.58541, 1.34722], [-0.58360, 0.46375, 0.19022], [-3.97800, 3.31770, -2.22077], [-3.39428, 3.76435, -1.02047], [-3.41428, 2.92277, -1.51972], [-2.74415, 0.65032, 0.99612], [-2.47313, 1.58413, -0.35133], [-2.12286, 1.17991, 0.48606]]}

=====

{"formula": "C3H14NO2S2", "method": "the ωB97M-V functional and the def2-TZVPD basis", "relative_energy_kcal_mol": 9.27, "total_charge": 1, "homo_energy_ev": -12.8, "e_tot_ev": -30587.793, "symbols": ["N", "C", "C", "C", "S", "S", "H", "H", "H", "H", "H", "H", "H", "H", "H", "H", "H", "H", "O", "H", "H", "O"], "positions_angstrom": [[-1.24818, 1.12342, 0.54288], [-0.14496, 0.90065, -0.44611], [-0.41932, -0.41528, -1.15187], [1.19111, 0.81673, 0.26161], [1.46873, 2.12424, 1.50408], [0.56381, 1.39717, 3.19104], [-2.13964, 1.01136, 0.04751], [-1.28318, 0.45677, 1.31846], [-1.34109, 2.09613, 0.85000], [-0.14150, 1.71444, -1.15418], [-1.15014, -0.34330, -1.96033], [0.47381, -0.76430, -1.67127], [-0.79740, -1.22651, -0.55497], [1.41817, -0.14329, 0.72526], [2.00998, 0.98099, -0.43628], [1.46951, 0.47915, 3.57277], [3.35165, -2.26729, -3.06014], [3.02847, -2.60649, -4.53079], [2.68716, -2.16976, -3.74598], [-3.50696, -0.54614, 2.58406], [-2.67453, -1.77995, 2.13156], [-2.81549, -0.83875, 1.98271]]}

=====

{"formula": "C3H14NO3", "method": "the ωB97M-V functional and the def2-TZVPD basis", "relative_energy_kcal_mol": 53.11, "total_charge": 1, "homo_energy_ev": -14.3, "e_tot_ev": -10962.704, "symbols": ["C", "C", "C", "N", "H", "H", "H", "H", "H", "H", "H", "H", "H", "H", "O", "H", "H", "O", "H", "H", "O"], "positions_angstrom": [[-0.85819, 2.52842, 1.82457], [-1.27585, 1.67908, 0.57530], [-2.32701, -0.40565, 0.33485], [-1.25787, 0.23302, 0.69854], [-1.25980, 2.10947, 2.70439], [0.19756, 2.74587, 1.81476], [-1.32947, 3.56157, 1.82115], [-2.30213, 2.05007, 0.24806], [-0.83210, 1.92107, -0.41081], [-2.68133, -1.40859, 0.33124], [-3.20541, 0.30199, -0.08940], [-0.41048, -0.20689, 1.16909], [1.90834, -1.30920, 0.39554], [0.79458, -1.96865, -0.41535], [0.96046, -1.23069, 0.23268], [0.59805, -3.02824, -2.64598], [1.88914, -2.05958, -2.25688], [0.96150, -2.36286, -2.05491], [3.45647, -0.58078, -2.12823], [3.86743, -1.40444, -0.80701], [3.10612, -1.16499, -1.34159]]}

=====

{"formula": "C3H14NO3S", "method": "the ωB97M-V functional and the def2-TZVPD basis", "relative_energy_kcal_mol": 28.98, "total_charge": -1, "homo_energy_ev": -2.8, "e_tot_ev": -21807.079, "symbols": ["C", "C", "S", "C", "N", "H", "H", "H", "H", "H", "H", "H", "H", "H", "H", "O", "H", "H", "O", "H", "H", "O"], "positions_angstrom": [[0.17101, 1.09643, 1.21000], [1.21468, 2.10367, 0.88808], [1.72639, 2.06933, -0.92643], [0.50019, -0.36051, 1.20734], [-0.41182, -1.11851, 2.11039], [-0.76343, 1.28666, 0.66219], [-0.19580, 1.34450, 2.22460], [2.16442, 2.02185, 1.40504], [0.74725, 3.08891, 0.95179], [1.56642, -0.59542, 1.24543], [0.27327, -0.82454, 0.23695], [0.01499, -2.01398, 2.33743], [-0.54518, -0.64893, 3.00800], [0.23489, 0.15226, -1.85098], [-1.21353, 0.60699, -1.93826], [-0.63798, -0.09842, -2.20173], [-1.14945, -2.52958, -0.80840], [-0.82017, -2.49517, -2.25311], [-0.80955, -3.11374, -1.51610], [-1.76472, -1.41563, 0.73264], [-3.01447, -2.09882, 1.04224], [-2.57798, -1.72776, 0.28949]]}